[1]
10
Properties=species:S:1:pos:R:3:forces:R:3:nbo_charge:R:1 method="wB97M-V/def2-TZVPD" smiles="[O-]/C=C1/C[NH2+]1" relative_energy_kj_mol=353.7 gap_ev=9.39
O 1.59428 0.24123 1.39397 -0.163 -0.238 -0.342 -0.62
C 1.32974 -0.49641 0.44637 -0.161 0.049 0.118 0.32
C 0.43491 -0.17113 -0.64382 -0.085 -0.924 0.582 -0.25
C -1.01230 -0.38310 -0.45729 0.151 -0.603 -0.190 -0.25
N -0.60138 0.96657 -0.11040 1.243 1.347 -1.776 -0.64
H 1.82638 -1.48358 0.34524 0.002 0.174 -0.014 0.13
H -0.16779 1.47713 -0.93361 -1.239 0.090 1.637 0.46
H -1.67780 -0.45423 -1.31778 0.093 0.019 0.194 0.21
H -1.39118 -0.88667 0.43193 0.068 -0.040 -0.114 0.20
H -0.33486 1.19020 0.84539 0.091 0.126 -0.094 0.43

[2]
8
Properties=species:S:1:pos:R:3:forces:R:3:mulliken_spin:R:1 method="wB97M-V/def2-TZVPD" relative_energy_kj_mol=319.7 gap_ev="8.42 / 9.08" spin_multiplicity=3
C -0.92161 0.62535 0.18691 -2.623 3.200 -1.720 -0.01
N -0.31186 -0.35132 -0.60762 -1.781 0.801 -1.009 0.84
N 1.44815 -0.69150 0.16080 2.160 -0.604 3.017 1.04
O -1.36547 -0.68319 0.15165 -1.735 -1.363 0.126 0.21
H -0.68416 1.03626 1.13590 1.348 -0.278 0.843 -0.02
H -1.57851 1.42227 -0.35789 0.940 -1.633 0.628 0.01
H 1.67429 -1.48750 -0.37043 0.751 -1.116 -0.967 -0.04
H 1.73918 0.12963 -0.29933 0.940 0.994 -0.918 -0.03

[3]
164
Properties=species:S:1:pos:R:3:forces:R:3:lowdin_charge:R:1 method="wB97M-V/def2-TZVPD" smiles="O=C1CCCO1.O=C1CCCO1.O=C1CCCO1.O=C1CCCO1.O=C1CCCO1.O=C1CCCO1.O=C1CCCO1.COCCOC.COCCOC.COCCOC.COCCOC.COCCOC" gap_ev=9.05
C 3.51779 -1.47987 6.68715 0.699 -0.619 -1.052 -0.10
O 3.44089 -1.30824 5.26892 0.312 0.149 1.198 -0.19
C 4.71318 -0.92917 4.75984 -0.366 -1.499 0.414 -0.20
C 4.64944 -1.12920 3.29396 1.466 1.048 0.126 -0.25
O 4.52330 -2.48176 3.07116 0.048 -1.247 -0.071 -0.17
C 4.28810 -2.78106 1.72835 -0.770 0.582 -0.780 -0.10
H 4.23432 -2.30193 6.91351 -0.084 0.658 0.078 0.10
H 2.57326 -1.82063 7.03011 -1.047 -0.176 0.220 0.07
H 3.76354 -0.55218 7.20017 0.283 0.107 0.086 0.08
H 5.49037 -1.64199 5.12294 -0.292 0.479 0.150 0.14
H 4.94625 0.07381 5.06134 0.297 0.724 0.061 0.11
H 5.58738 -0.73121 2.86220 0.020 -0.186 -0.063 0.14
H 3.87651 -0.54423 2.87141 -1.275 0.480 -0.531 0.10
H 4.67293 -3.74876 1.45969 0.385 -0.450 0.130 0.08
H 4.75551 -2.01398 1.09395 -0.039 -0.235 -0.127 0.09
H 3.20987 -2.80093 1.47889 0.280 0.218 0.175 0.08
C -3.19200 2.96169 1.94216 0.300 0.239 -0.510 -0.08
O -2.68255 1.90806 1.13822 -0.425 0.059 -0.122 -0.19
C -3.68540 1.06279 0.54670 1.280 0.951 0.797 -0.21
C -3.99041 1.37416 -0.88389 -0.868 1.193 0.572 -0.13
O -4.81916 2.58261 -1.01918 -0.282 -1.181 0.079 -0.18
C -6.07904 2.30479 -0.44061 -1.417 -0.370 -0.599 -0.12
H -2.33192 3.43483 2.45834 -0.632 -0.229 -0.319 0.10
H -3.93672 2.60512 2.62764 -0.172 -0.568 0.937 0.07
H -3.77064 3.68373 1.36398 0.444 0.351 -0.370 0.09
H -4.53290 0.98853 1.19009 -0.872 0.292 0.440 0.10
H -3.28179 0.09083 0.62633 0.707 -1.369 -0.314 0.10
H -4.59118 0.49156 -1.20375 0.651 0.497 -0.657 0.11
H -3.04609 1.62965 -1.38707 -0.511 -0.624 -0.279 0.12
H -6.80782 3.12553 -0.42791 0.697 0.350 -0.707 0.09
H -5.99635 2.08963 0.59894 0.184 -0.463 0.902 0.06
H -6.64815 1.43586 -0.91865 0.944 0.780 0.281 0.10
C 2.73027 -5.05887 5.47856 1.066 2.070 0.984 -0.14
O 1.53212 -5.10771 4.83518 -0.844 -0.549 -0.310 -0.15
C 1.32424 -3.90402 4.15954 0.861 0.169 -0.738 -0.20
C 0.05226 -4.04906 3.37213 0.131 1.251 0.275 -0.17
O -0.94478 -3.19503 3.95654 -0.099 -1.107 -0.734 -0.17
C -2.16508 -3.46560 3.32843 -1.754 1.227 -0.551 -0.15
H 3.01372 -5.99774 5.80677 0.719 -2.100 0.212 0.07
H 2.68527 -4.46545 6.39107 -0.364 0.350 0.463 0.08
H 3.51215 -4.51919 4.92685 0.068 -0.531 -0.447 0.10
H 2.20898 -3.74466 3.49509 -0.606 0.046 0.175 0.12
H 1.35154 -3.04751 4.85016 -0.442 -0.044 -0.166 0.13
H -0.26368 -5.10725 3.35905 0.042 0.408 0.006 0.14
H 0.23491 -3.67072 2.36458 -0.127 -0.281 -0.341 0.10
H -2.31134 -3.03230 2.26776 0.776 -0.846 1.171 0.10
H -2.93290 -2.92555 3.88389 0.010 0.083 0.154 0.07
H -2.49279 -4.51601 3.36986 0.535 0.028 -0.224 0.09
C 0.26092 4.63261 -2.90188 0.168 0.003 0.911 -0.08
O -1.02617 4.99631 -2.37644 0.566 -0.307 -0.629 -0.16
C -1.97234 3.91521 -2.49525 0.958 3.146 -0.116 -0.21
C -2.46534 3.75127 -3.87243 1.003 -1.760 -0.608 -0.26
O -3.05754 4.80652 -4.51525 -0.288 0.799 -0.592 -0.13
C -4.17936 5.25520 -3.82727 -1.085 -0.526 0.471 -0.11
H 0.99521 5.40062 -2.57838 -0.543 -0.491 -0.113 0.11
H 0.35803 4.54514 -3.99591 -0.636 0.157 0.250 0.06
H 0.53032 3.64776 -2.47203 0.193 0.427 -0.200 0.08
H -2.77240 4.20727 -1.87048 -0.915 0.136 0.997 0.10
H -1.51067 3.04213 -2.15986 0.562 -1.720 0.541 0.08
H -3.17949 2.94041 -3.73686 -0.337 -0.665 -0.547 0.12
H -1.62378 3.43250 -4.49690 -0.286 -0.197 -0.098 0.12
H -4.67999 4.42107 -3.26491 0.393 0.660 -0.285 0.10
H -4.91475 5.67300 -4.49406 -0.178 -0.016 -0.693 0.08
H -3.93119 6.06142 -3.17139 0.282 0.419 0.912 0.08
C 3.15751 2.87840 0.46717 -1.120 -0.196 1.023 -0.08
O 3.24541 2.73587 1.89824 -0.631 -0.057 -1.108 -0.16
C 1.93874 2.90952 2.44690 0.406 0.387 1.414 -0.19
C 2.09232 2.63881 3.94811 -1.151 -0.233 -0.423 -0.22
O 2.70926 3.72219 4.58318 -0.764 0.559 -0.187 -0.18
C 3.82112 3.41291 5.34814 0.398 -0.816 -0.584 -0.12
H 4.06675 2.92057 -0.04166 2.072 0.124 -0.073 0.06
H 2.67808 3.82420 0.29874 -0.612 0.388 -0.574 0.08
H 2.65978 2.03700 -0.02098 -0.562 0.102 0.343 0.07
H 1.20809 2.18997 2.04533 0.219 0.260 -0.202 0.11
H 1.55233 3.97233 2.36257 0.456 -1.004 -0.369 0.15
H 2.58589 1.68472 4.08569 0.616 -0.175 0.026 0.11
H 1.10440 2.47259 4.41195 -0.030 0.205 -0.220 0.12
H 4.54883 2.92251 4.65871 0.209 0.603 0.830 0.10
H 3.59970 2.73545 6.16201 -0.256 -0.628 0.280 0.07
H 4.10887 4.32191 5.84457 0.745 0.457 -0.233 0.08
O -3.11820 -2.99211 -1.93705 -1.980 0.644 -0.371 0.08
C -4.20677 -2.47383 -2.15295 1.233 -0.056 0.776 -0.44
O -4.32237 -1.47578 -3.06147 0.181 -0.409 -0.241 -0.01
C -5.68146 -1.04440 -3.27980 0.827 1.106 1.747 -0.14
C -6.52503 -1.78724 -2.24949 -0.246 -0.723 0.818 -0.13
C -5.54982 -2.64068 -1.40863 1.193 -0.505 -0.029 -0.06
H -5.92142 -1.22447 -4.28331 -0.447 -0.573 -1.397 0.11
H -5.69552 0.05832 -3.15279 0.024 -0.612 0.110 0.13
H -7.22662 -2.46655 -2.74233 -0.106 0.350 0.148 0.12
H -7.04170 -1.11468 -1.56737 -0.289 0.066 -0.346 0.10
H -5.80127 -3.71603 -1.32194 0.054 0.600 -0.288 0.13
H -5.33921 -2.33496 -0.34997 -0.401 0.159 -0.942 0.14
O 3.36411 2.66886 -2.95190 -0.348 -0.619 0.122 0.12
C 2.90036 2.92426 -4.02418 0.544 0.930 -0.890 -0.45
O 2.81841 4.22865 -4.41345 0.016 -0.054 0.319 0.00
C 2.31286 4.38074 -5.72872 -1.491 -0.565 -0.480 -0.15
C 1.74610 2.97152 -6.15870 0.819 1.034 1.255 -0.11
C 2.57957 2.08193 -5.24953 -0.994 -0.444 0.666 -0.07
H 3.06798 4.79195 -6.37939 0.479 -0.112 -0.202 0.12
H 1.49277 5.09713 -5.68088 0.093 0.149 -0.030 0.11
H 1.81245 2.77679 -7.22535 0.042 -0.043 0.070 0.11
H 0.72489 2.88929 -5.79569 -0.242 0.070 -0.343 0.09
H 3.54342 1.88736 -5.64268 1.125 -0.393 -0.665 0.12
H 2.10570 1.13505 -5.00477 0.071 0.016 0.149 0.09
O -5.05688 -0.01730 3.83209 1.116 -0.206 0.084 0.10
C -3.95345 0.19718 4.28910 -0.534 -0.102 -1.522 -0.50
O -2.78950 -0.14678 3.69677 -1.804 -0.899 -0.535 -0.01
C -1.68250 0.39673 4.38222 -0.043 1.188 0.347 -0.14
C -2.17948 0.72807 5.81998 -0.998 -2.772 -2.087 -0.09
C -3.64159 0.94542 5.50036 0.218 1.334 1.206 -0.10
H -1.41555 1.25019 3.75651 0.573 0.241 0.424 0.12
H -0.95948 -0.37035 4.36165 1.268 -0.514 -0.001 0.10
H -1.74659 1.53734 6.30261 1.067 1.257 0.831 0.09
H -2.07675 -0.22332 6.33670 0.261 0.201 0.614 0.12
H -3.67616 2.02011 5.27142 -0.890 -0.162 0.037 0.14
H -4.36014 0.62649 6.23500 -0.209 0.445 0.587 0.13
O -0.29276 1.29761 -3.19997 -0.485 -2.106 -1.737 0.08
C -0.53856 0.34140 -3.94785 1.643 4.007 0.514 -0.44
O -0.52750 0.51337 -5.31918 -0.644 -0.575 0.871 0.01
C -1.16483 -0.67785 -5.92555 2.123 0.465 2.373 -0.09
C -0.85682 -1.75152 -4.89572 0.267 -1.301 -0.629 -0.15
C -0.89700 -1.01195 -3.58633 0.260 -1.611 0.703 -0.12
H -0.71001 -0.80627 -6.85665 0.540 -0.286 -1.455 0.11
H -2.17636 -0.48908 -5.98390 -2.298 0.486 -0.380 0.10
H 0.16767 -2.14234 -5.10371 -0.730 0.154 0.328 0.13
H -1.59013 -2.57274 -4.87935 0.328 0.158 -0.309 0.12
H -0.26508 -1.50340 -2.80752 -0.407 0.845 -0.564 0.13
H -1.90437 -0.93258 -3.20507 -0.480 -0.260 0.237 0.11
O 2.89285 -3.30213 -1.19805 -1.927 -1.184 0.476 0.09
C 1.81121 -3.86912 -1.35070 2.423 2.333 -0.716 -0.44
O 0.74329 -3.66134 -0.57078 1.600 0.318 1.122 0.03
C -0.29274 -4.51792 -0.94576 -1.981 0.666 -0.141 -0.18
C -0.09679 -4.75662 -2.42391 -0.066 -0.955 -0.977 -0.13
C 1.42194 -4.60537 -2.58222 0.181 -2.320 -0.113 -0.07
H -1.20335 -4.02204 -0.61981 -0.290 0.299 -0.649 0.11
H -0.34280 -5.40472 -0.35386 0.778 -1.017 0.341 0.12
H -0.50257 -3.98469 -3.09806 -0.609 -0.426 0.631 0.10
H -0.46727 -5.78117 -2.67760 0.204 1.022 -0.156 0.13
H 1.69940 -4.03684 -3.46293 0.201 0.159 0.034 0.12
H 1.96748 -5.60067 -2.64676 -0.560 1.172 0.186 0.15
O 2.21174 -0.90137 -3.72953 1.123 -0.454 0.499 0.09
C 3.30470 -1.03933 -3.20020 -1.000 -0.186 -0.702 -0.45
O 4.23713 -1.89529 -3.68569 -0.400 0.540 0.125 0.04
C 5.45517 -1.67679 -2.96097 1.293 -1.568 -1.339 -0.17
C 5.30547 -0.48327 -2.12203 -0.288 1.168 0.925 -0.14
C 3.81936 -0.38503 -1.94136 -1.571 -0.936 -0.678 -0.08
H 6.25496 -1.64058 -3.68980 0.096 0.561 -0.465 0.12
H 5.76415 -2.54995 -2.41484 -0.690 -0.666 0.642 0.12
H 5.63703 0.42472 -2.62000 0.239 0.059 0.026 0.13
H 5.80301 -0.60706 -1.17711 0.443 0.160 0.323 0.12
H 3.40288 0.61082 -1.96056 0.008 0.238 0.627 0.09
H 3.35082 -1.09112 -1.20477 0.769 0.989 0.044 0.12
O 1.32717 -0.45770 2.84003 0.765 0.195 1.996 0.13
C 0.87915 -0.40085 1.74923 -1.370 -0.990 -1.380 -0.52
O 1.61730 -0.14995 0.68148 0.315 0.809 -1.168 0.02
C 0.82169 -0.19305 -0.58417 2.193 -1.743 1.231 -0.12
C -0.58895 -0.22521 -0.14693 -2.087 -0.860 0.520 -0.13
C -0.54351 -0.73195 1.32724 0.818 0.332 -1.339 -0.03
H 1.21830 -1.13069 -1.01436 -0.676 0.355 -0.221 0.10
H 1.15969 0.61530 -1.18729 -0.081 0.753 -0.412 0.10
H -1.22078 -0.96062 -0.75641 0.715 1.407 0.584 0.13
H -0.99404 0.78848 -0.10984 -0.218 -0.176 -0.461 0.10
H -0.64724 -1.81159 1.29937 0.003 -0.213 0.467 0.10
H -1.24528 -0.27356 1.99800 -0.423 -0.001 0.009 0.08